DFT (ωB97M-V/def2-TZVPD) results for a cluster of 3 separate species, C29H60F2N5O4S in total.

Each line ends with the Mulliken charge.
CARTESIAN COORDINATES (ANGSTROEM)
C  1.736  -4.276  -0.378  -0.734
C  0.151  -4.125  -0.111  -0.436
S  -0.697  -3.550  -1.682  -0.227
C  -1.875  -2.152  -1.231  -1.018
C  -2.131  -1.170  -2.495  -0.616
C  -3.361  -0.135  -2.399  -0.463
C  -4.700  -0.552  -1.640  0.442
F  -5.628  -0.975  -2.678  -0.415
C  -5.363  0.595  -0.741  -0.101
C  -6.795  1.034  -1.313  -1.158
N  -2.606  1.073  -1.978  0.202
F  -3.151  2.236  -2.485  -0.242
C  -1.148  0.963  -2.117  -0.273
N  -0.213  1.781  -1.652  0.264
C  -0.608  2.998  -0.886  -0.681
C  0.159  3.196  0.504  -0.620
C  1.612  3.866  0.391  -0.873
C  2.641  2.924  1.199  0.203
O  3.993  2.944  0.664  -0.359
C  4.619  1.704  0.984  0.717
C  4.459  0.918  2.356  -0.472
O  5.379  1.213  0.123  -0.531
C  1.206  1.450  -1.982  -0.785
C  1.790  0.159  -1.258  0.813
C  1.183  -0.565  0.025  0.028
N  2.906  -0.331  -1.764  -0.725
N  -0.987  -0.282  -2.898  0.759
C  -0.956  -0.011  -4.387  -0.140
C  -0.737  -1.331  -5.265  -0.467
C  0.704  -1.453  -5.945  -0.527
N  0.919  -0.490  -7.069  -0.626
H  2.198  -4.887  0.471  0.325
H  2.269  -3.262  -0.382  0.042
H  1.935  -4.822  -1.356  0.326
H  0.038  -3.333  0.720  0.275
H  -0.247  -5.124  0.269  0.464
H  -1.505  -1.527  -0.354  0.402
H  -2.834  -2.667  -0.888  0.604
H  -2.512  -1.920  -3.267  0.644
H  -3.718  0.165  -3.456  0.286
H  -4.587  -1.473  -0.964  0.171
H  -4.737  1.536  -0.618  0.065
H  -5.525  0.177  0.321  0.173
H  -7.509  0.147  -1.437  0.284
H  -6.618  1.573  -2.298  0.310
H  -7.320  1.741  -0.571  0.302
H  -1.733  3.037  -0.647  0.311
H  -0.418  3.909  -1.560  0.340
H  0.142  2.215  1.104  0.291
H  -0.486  3.926  1.121  0.490
H  1.589  4.865  0.964  0.425
H  1.946  4.119  -0.666  0.418
H  2.254  1.848  1.063  -0.269
H  2.605  3.267  2.289  0.259
H  5.292  0.150  2.492  -0.046
H  4.340  1.587  3.276  0.351
H  3.484  0.303  2.303  0.147
H  1.936  2.312  -1.829  0.425
H  1.231  1.223  -3.111  0.179
H  0.611  -1.487  -0.367  -0.910
H  2.016  -1.004  0.689  0.609
H  0.451  0.080  0.609  0.022
H  3.159  -1.167  -1.197  0.313
H  -1.959  0.447  -4.731  0.155
H  -0.152  0.738  -4.680  0.189
H  -0.906  -2.293  -4.665  0.199
H  -1.525  -1.362  -6.107  0.339
H  1.492  -1.413  -5.122  0.288
H  0.752  -2.506  -6.412  0.322
H  0.612  0.455  -6.795  0.245
H  1.947  -0.440  -7.187  0.274
C  8.599  -2.372  1.262  -1.249
C  7.606  -1.749  2.228  -0.080
O  7.375  -2.534  3.391  -0.408
C  8.508  -2.796  4.210  -0.330
C  9.168  -1.540  4.753  -1.008
H  8.260  -3.366  0.953  0.319
H  8.710  -1.746  0.374  0.394
H  9.586  -2.491  1.712  0.292
H  6.641  -1.650  1.724  0.233
H  7.913  -0.737  2.510  0.291
H  9.229  -3.417  3.669  0.311
H  8.151  -3.398  5.050  0.323
H  9.551  -0.901  3.955  0.266
H  10.005  -1.802  5.404  0.385
H  8.449  -0.949  5.328  0.278
C  -9.078  1.645  3.721  -1.060
C  -7.991  0.588  3.623  -0.334
O  -6.989  0.890  2.659  -0.395
C  -6.259  2.093  2.863  -0.076
C  -5.506  2.127  4.183  -1.224
H  -9.559  1.789  2.749  0.277
H  -9.836  1.345  4.448  0.402
H  -8.680  2.612  4.034  0.270
H  -8.445  -0.356  3.314  0.332
H  -7.533  0.404  4.600  0.318
H  -6.922  2.959  2.765  0.308
H  -5.538  2.163  2.043  0.193
H  -6.179  2.068  5.039  0.288
H  -4.934  3.054  4.269  0.392
H  -4.815  1.282  4.250  0.314

Results
**LUMO level**: -0.1502 Ha
**Charge**: +1

=====

DFT (ωB97M-V/def2-TZVPD) results for an isolated molecule of C4H3ClN2S.

Each line ends with the Mulliken charge.
CARTESIAN COORDINATES (ANGSTROEM)
S  2.108  -1.074  1.545  -0.170
C  0.597  -0.230  1.475  -0.008
C  0.012  0.075  0.294  0.248
N  0.579  -0.261  -0.958  -0.563
C  -0.311  0.114  -1.845  -0.026
N  -1.549  0.569  -1.290  -0.557
C  -1.299  0.596  -0.012  0.378
Cl  -2.394  1.219  1.107  -0.169
H  2.207  -1.182  0.178  0.236
H  0.203  0.019  2.473  0.277
H  -0.154  0.156  -2.965  0.354

Results
**LUMO level**: -0.0382 Ha
**Structure (SMILES)**: S/C=C1\N=CN=C1Cl
**Energy above the lowest of the compared OMol25 structures with the same formula, charge and spin**: 14.4 kcal/mol
**Charge**: 0

=====

DFT (ωB97M-V/def2-TZVPD) results for an isolated molecule of C3H7N3O.

Each line ends with the Mulliken charge.
CARTESIAN COORDINATES (ANGSTROEM)
H  -3.684  0.007  -1.771  0.254
N  -2.746  -0.446  -1.457  -0.569
C  -1.977  0.355  -0.801  -0.302
C  -0.613  -0.113  -0.638  0.118
N  -0.094  -0.155  0.930  -0.476
N  0.159  0.921  0.025  -0.038
O  1.534  1.038  -0.211  -0.292
C  2.396  -0.047  0.127  -0.619
H  -2.149  1.307  -0.296  0.371
H  -0.367  -0.861  -1.246  0.468
H  -0.839  0.154  1.582  0.252
H  1.881  -0.682  0.848  0.384
H  3.307  0.395  0.560  0.242
H  2.605  -0.535  -0.841  0.207

Results
**LUMO level**: 0.0208 Ha
**Structure (SMILES)**: [H]/N=C/[C@@H]1NN1OC
**Energy above the lowest of the compared OMol25 structures with the same formula, charge and spin**: 142.1 kcal/mol
**Charge**: 0

=====

Number 1: electronic energy -62941.966 eV. Number 2: electronic energy -30533.448 eV. Number 3: electronic energy -9736.872 eV.